DFT (wB97M-V/def2-TZVPD) results for a 2-piece molecular cluster, C2H6O2SSi overall at a distorted geometry.

Each line ends with the Mulliken charge.
Positions of all 12 atoms, in Å:
C1 0.028 0.042 -0.786  0.3297
H1 -1.844 -1.175 -0.245  0.3278
O1 -1.122 0.456 -1.185  -0.2913
H2 3.297 1.908 3.668  0.1404
H3 0.806 0.808 -1.052  0.3210
H4 1.539 -0.254 1.512  -0.0040
Si1 2.593 -0.291 2.542  0.1318
H5 -3.067 0.170 -0.694  0.2316
S1 3.035 1.847 2.406  -0.2858
O2 0.224 -1.052 -0.237  -0.5612
H6 -2.544 -0.966 -1.872  0.2415
C2 -2.253 -0.426 -0.958  -0.5813

F_max: 0.067 hartree/bohr
ΔE to the lowest compared entry with this formula, charge and spin: 33.81 kcal/mol

=====

DFT (wB97M-V/def2-TZVPD) results for C2H6O3 as an isolated structure at a distorted geometry.

Each line ends with the Mulliken charge.
Positions of all 11 atoms, in Å:
O1 -1.450 1.043 -0.273  -0.3577
H1 1.831 0.155 0.861  0.3054
H2 0.701 1.173 -0.747  0.1977
H3 0.434 0.238 1.839  0.3635
H4 0.866 -1.228 0.993  0.2825
H5 -2.889 -0.257 -0.664  0.3275
O2 -2.311 0.391 -1.112  -0.4106
C1 0.263 0.274 -0.407  0.4626
C2 0.828 -0.102 0.951  -1.0550
H6 -0.754 -0.630 -1.915  0.4008
O3 0.083 -0.729 -1.303  -0.5167

F_max: 0.089 hartree/bohr
ΔE to the lowest compared entry with this formula, charge and spin: 124.59 kcal/mol

=====

DFT (wB97M-V/def2-TZVPD) results for C2H6O3 as an isolated structure at a distorted geometry.

Each line ends with the Mulliken charge.
Positions of all 11 atoms, in Å:
H1 -0.447 -0.611 2.317  0.1856
O1 1.110 0.104 0.038  -0.6453
H2 -1.112 1.140 2.382  0.3014
C1 -0.159 0.337 0.484  0.7271
O2 -1.130 0.459 -0.254  -0.6500
H3 0.272 -0.355 -2.538  0.4047
O3 0.396 -1.098 -1.875  -0.6336
H4 -0.422 -1.095 -1.238  0.4333
C2 -0.338 0.469 1.925  -0.8384
H5 0.706 0.852 2.325  0.2542
H6 0.972 -0.490 -0.978  0.4610

F_max: 0.085 hartree/bohr
ΔE to the lowest compared entry with this formula, charge and spin: 30.90 kcal/mol

=====

DFT (wB97M-V/def2-TZVPD) results for a 2-piece molecular cluster, C2H6O3 overall.

Each line ends with the Mulliken charge.
Positions of all 11 atoms, in Å:
H1 0.399 -1.283 2.575  0.3473
C1 0.150 -0.467 1.888  0.1911
O1 0.195 0.515 -1.442  -0.4519
H2 0.570 -0.552 -3.212  0.2646
O2 0.789 0.543 1.802  -0.4806
H3 1.143 0.392 -1.305  0.2860
C2 -0.106 0.198 -2.791  -0.5797
H4 -0.930 -0.014 0.490  0.3412
H5 -1.099 -0.221 -2.870  0.2334
O3 -0.927 -0.741 1.147  -0.3990
H6 -0.012 1.085 -3.417  0.2476

F_max: 0.014 hartree/bohr
SMILES: O=CO.CO
ΔE to the lowest compared entry with this formula, charge and spin: 24.96 kcal/mol